Record 1
This record from the OMol25 dataset describes 20 unconnected molecules or ions with the total composition H41O20 at a distorted geometry. The level of theory is ωB97M-V/def2-TZVPD.

Structure (XYZ):
```
61
Properties=species:S:1:pos:R:3:forces:R:3
O -4.880255 0.223227 1.503324 -0.3188 4.3890 1.1181
H 4.139264 -2.793322 3.093085 -0.6657 -0.7691 -2.1308
O 2.230825 -0.496841 0.770680 0.1021 0.3699 3.5613
H 2.695744 -0.311437 1.658020 -0.4735 -0.4334 -2.1522
H 3.943446 -2.718866 -0.998742 -0.9633 0.4517 -0.4040
O -2.076110 4.089169 -0.508141 -2.3945 -2.9025 -3.4775
H -1.625053 4.697158 -0.066151 3.6131 3.9165 3.1114
H -2.874009 4.600496 -0.739856 0.1112 -0.9120 0.0857
O -0.369737 1.697352 -1.108863 1.0220 -1.1497 0.6697
H -0.949905 2.349824 -1.477473 -0.6958 0.8822 -0.2597
H 2.881278 2.917396 3.858673 -0.9546 0.6042 -0.4312
O 0.810354 -2.688161 -3.404550 1.0518 3.3780 -0.8790
H 1.043947 -0.862049 -1.055147 1.0373 -1.7673 -1.1935
H 0.181135 2.152501 -0.461357 -0.1832 0.2936 -0.1905
O 1.727221 -1.186844 -1.766026 3.4066 -0.3463 2.0506
H 0.141345 -0.815176 3.210088 1.0844 -0.1670 1.0322
H 1.801476 -2.222953 -2.120476 -1.4661 2.0977 0.4056
O -4.354860 3.566356 0.014667 -3.3755 4.7094 4.4840
H 3.007989 -3.635544 2.422686 0.8868 0.5689 -0.3775
H 1.126628 -1.316937 4.371656 -0.5084 0.8724 -1.0636
O -1.053574 -0.753210 -3.000099 1.5676 -1.3737 -0.7935
H -1.728118 -0.825422 -3.656541 -0.4215 -0.0297 -1.5994
H -1.581472 -0.324723 -2.387579 -1.0058 1.7403 2.4962
O 4.843063 3.085404 -0.106603 -1.4422 -0.2092 0.3589
H 4.652703 4.058346 0.084815 -0.3326 -2.4268 -0.1917
H 0.195763 -3.270977 -3.047219 -1.8673 -1.7266 0.8282
O -4.500262 -2.450151 1.411156 -1.0947 -1.9463 -4.1391
H -4.599219 -2.883547 0.474889 -0.5762 0.7001 2.5405
H -3.717834 -1.982250 1.172924 1.6399 0.4404 0.4113
O -0.154055 -0.759410 0.214029 1.7024 2.0202 -0.8112
H -0.183755 0.155694 -0.195683 0.6741 -0.1599 0.5212
H -4.647064 3.453738 0.995632 0.6175 0.6670 -2.6197
O -0.138952 2.822530 -4.322011 -4.8053 3.9453 -1.1948
H 0.660165 2.448204 -4.156923 3.8996 -0.9262 0.6202
H -0.144790 3.833297 -4.511347 0.7966 -3.0232 0.6211
O 4.375684 -0.875241 -1.702691 1.5029 0.1939 -0.2643
H 4.908245 -0.932465 -0.894834 -0.0016 0.3540 -0.1179
H 5.049625 -0.865035 -2.435186 -1.1890 -0.0222 0.8648
O -3.510012 -2.290018 3.654643 3.5572 4.9273 -0.9842
H 1.361913 -0.768491 1.195336 1.3024 0.2080 -1.0934
H -3.674348 -1.434561 3.077271 0.4551 -2.7208 2.3224
O 3.807372 -3.108440 2.182795 -0.1442 0.2298 2.4585
H -1.056266 -0.842869 0.099812 -3.3538 -1.5200 0.0057
H -4.757625 -0.680492 1.376521 -0.7182 -2.4200 0.5738
O 3.538572 2.281350 4.067112 1.4163 0.3046 1.1911
H -2.931620 1.235315 -4.958726 0.0850 0.7601 -1.2478
H 3.400036 1.496182 3.574912 -0.4976 -0.9049 -0.7140
O -2.966456 0.356998 -4.634852 -0.0071 -1.4439 2.1738
H -3.085519 -0.371661 -5.232834 -0.2904 0.5445 -1.1331
H -4.290673 -2.736534 3.651095 -3.4987 -1.9282 -0.2147
O 1.036932 -0.681185 3.616930 -0.5099 -0.7462 -0.0985
H -5.200278 0.540423 2.396014 0.5695 -1.4270 -1.6180
H -4.158497 2.732047 -0.176332 1.4740 -5.6069 -1.6368
O 3.317081 -3.355350 -1.395512 2.2898 -1.0365 1.1432
H 2.726613 -1.086337 -1.320930 -2.9452 0.3575 -1.5150
H 3.950254 -4.095520 -1.193410 -1.5631 -0.0797 -0.7196
O -1.476533 0.362889 4.342335 -1.0375 -1.7975 -0.4951
H -0.773377 0.891936 4.041140 1.2929 1.2740 -0.1476
H -1.960490 0.816796 5.011400 -0.3554 0.6195 0.6766
H 0.356064 -1.754618 -3.347251 0.7430 -2.4829 -0.2319
H 4.065879 2.429065 0.041459 1.7560 2.5857 -0.1855
```
Positions in Å, forces in eV/Å.

Values from the calculation:
E_HOMO ... -12.961 eV
LUMO energy ... -2.76 eV
Molecular weight ... 361.31 g mol⁻¹
Total charge ... +1
Gap between HOMO and LUMO ... 10.20 eV
Relative energy (zero: lowest compared OMol25 entry of this formula, charge and spin) ... 627.7 kJ/mol

These are the Mulliken partial charges, in e, on atoms 1 to 8: atom 1 (O): -0.636, atom 2 (H): 0.314, atom 3 (O): -0.578, atom 4 (H): 0.229, atom 5 (H): 0.231, atom 6 (O): -0.529, atom 7 (H): 0.221, atom 8 (H): 0.335

=====

Record 2
This record from the OMol25 dataset describes a molecular structure, C10H22IrN3PS4Se2. The level of theory is ωB97M-V/def2-TZVPD.

Structure (XYZ):
```
43
Properties=species:S:1:pos:R:3:forces:R:3
Ir -1.607160 -0.666893 0.227850 -0.1146 0.1987 -0.0941
S -1.662087 -0.980846 2.482719 0.1478 -0.0316 0.1710
S -3.360940 -1.872178 3.146237 0.0042 0.1021 0.0257
S -4.531581 -2.312752 1.571590 -0.1049 -0.0082 -0.0933
S -3.642085 -1.644056 -0.129801 0.1859 -0.1746 -0.0231
C -2.998714 -0.751445 -3.119336 0.0374 0.0326 -0.0298
Se -1.283181 -0.488290 -2.244253 -0.0147 -0.0778 -0.0568
C -1.167915 1.454963 -2.424637 0.0609 -0.0053 0.0996
C -2.145502 2.167582 -1.524216 -0.0327 0.0229 0.0132
Se -1.769601 1.722048 0.350293 0.0729 -0.0168 -0.0295
C -3.551718 2.016733 1.054963 0.0122 0.0386 0.0553
H -2.875702 -0.425005 -4.149595 0.0132 -0.0036 0.0018
H -3.790456 -0.197037 -2.623917 -0.0040 -0.0130 0.0025
H -3.206381 -1.818390 -3.099710 -0.0137 0.0014 0.0114
H -1.327404 1.690640 -3.476356 -0.0692 -0.0053 0.0057
H -0.136217 1.712516 -2.179272 0.0002 0.0060 -0.0458
H -3.181398 1.895509 -1.720129 0.0006 -0.0015 -0.0172
H -2.040189 3.250694 -1.598097 -0.0037 0.0024 0.0028
H -4.250709 1.317574 0.608197 0.0069 0.0028 -0.0232
H -3.808896 3.049105 0.822529 -0.0078 0.0021 0.0137
H -3.490595 1.885337 2.132412 -0.0174 -0.0246 -0.0023
C 3.561514 -1.733137 0.266765 0.0516 0.0003 -0.0168
N 2.918199 -1.655353 1.576154 -0.1368 -0.0007 0.0080
C 3.267138 -0.385685 2.215542 0.0530 0.0073 -0.0346
N 2.926518 0.783506 1.396777 -0.1177 -0.1009 -0.0195
C 3.562744 0.648371 0.085689 0.0487 0.0233 -0.0232
N 3.223990 -0.600478 -0.600508 -0.1341 0.0044 0.0469
C 1.829489 -0.637600 -1.020982 0.1562 -0.0002 -0.1116
P 0.743298 -0.513670 0.464694 -0.3452 -0.0544 -0.0014
C 1.478338 -1.853924 1.497707 0.2108 -0.0329 0.0627
C 1.482688 0.957892 1.282777 0.1526 0.0769 0.1049
H 3.285236 -2.665719 -0.226444 -0.0152 -0.0024 0.0072
H 4.640767 -1.734690 0.416482 0.0008 0.0132 -0.0036
H 4.343689 -0.378986 2.383084 0.0007 0.0191 0.0008
H 2.770227 -0.311244 3.183316 -0.0148 -0.0075 -0.0012
H 4.642612 0.669442 0.228966 -0.0017 0.0023 0.0077
H 3.287289 1.496621 -0.543565 -0.0046 0.0005 0.0019
H 1.627316 -1.569477 -1.554265 -0.0226 -0.0068 0.0181
H 1.638775 0.186443 -1.714424 -0.0076 0.0116 0.0214
H 1.250163 -2.829352 1.062540 -0.0224 0.0059 -0.0201
H 1.043213 -1.823614 2.498164 -0.0184 -0.0062 -0.0071
H 1.045008 1.079432 2.278388 -0.0245 0.0031 -0.0112
H 1.260216 1.865393 0.715668 0.0315 -0.0031 -0.0167
```
Positions in Å, forces in eV/Å.

Values from the calculation:
E_HOMO (spin up / spin down) ... -14.136 / -14.182 eV
LUMO energy (spin up / spin down) ... -8.20 / -8.41 eV
Molecular weight ... 693.69 g mol⁻¹
Total charge ... +2
2S+1 ... 2
Gap between HOMO and LUMO (spin up / spin down) ... 5.94 / 5.77 eV
<S²> ... 0.776

These are the Mulliken partial charges, in e, on atoms 1 to 8: atom 1 (Ir): 0.566, atom 2 (S): -0.159, atom 3 (S): 0.160, atom 4 (S): 0.133, atom 5 (S): -0.223, atom 6 (C): -1.225, atom 7 (Se): 0.139, atom 8 (C): -0.828

=====

Record 3
This record from the OMol25 dataset describes C2H4N4O2 in the gas phase at a distorted geometry. The level of theory is ωB97M-V/def2-TZVPD.

Structure (XYZ):
```
12
Properties=species:S:1:pos:R:3:forces:R:3
C 1.493267 -0.182919 0.215551 -2.5620 0.3161 -3.4093
C -1.302940 -0.002643 -0.137166 -4.8880 0.3803 2.4029
H 2.851286 0.761351 -0.671391 0.0863 -3.0458 2.6998
H 1.011394 -2.212480 -0.161342 -1.2783 2.8448 1.6965
H -3.656790 0.415526 0.047486 5.2699 -1.8139 -0.1486
H -0.684891 1.954203 0.921295 0.1721 -3.0262 -2.6231
N 2.714124 -0.228490 -0.047041 0.1720 2.5246 -1.5866
N 0.519911 -1.331731 0.343505 5.4115 -1.3273 0.9650
N -2.606224 -0.276076 0.027961 -0.1716 2.6910 -0.7624
N -0.542773 1.224150 0.062605 -0.6112 -0.2999 1.2605
O -0.630163 -1.185946 -0.359482 -1.4051 2.3255 -1.6517
O 0.833800 1.065050 -0.241983 -0.1957 -1.5691 1.1570
```
Positions in Å, forces in eV/Å.

Values from the calculation:
E_HOMO ... -9.103 eV
LUMO energy ... 0.33 eV
Molecular weight ... 116.08 g mol⁻¹
Structure (SMILES) ... [H]/N=C1/NO/C(=N/[H])NO1
Gap between HOMO and LUMO ... 9.44 eV
Relative energy (zero: lowest compared OMol25 entry of this formula, charge and spin) ... 668.0 kJ/mol

These are the Mulliken partial charges, in e, on atoms 1 to 8: atom 1 (C): 0.573, atom 2 (C): 0.487, atom 3 (H): 0.323, atom 4 (H): 0.346, atom 5 (H): 0.270, atom 6 (H): 0.294, atom 7 (N): -0.640, atom 8 (N): -0.312